# C2H3NO5

The molecule C2H3NO5 (the ωB97M-V functional and the def2-TZVPD basis, the Open Molecules 2025 dataset).

The geometry in XYZ format:
```
11
Properties=species:S:1:pos:R:3:forces:R:3:mulliken_charge:R:1
O 0.927 -0.183 -1.735 0.341 -0.189 0.432 -0.314
C 0.616 -0.317 -0.633 -2.262 -3.025 0.904 0.595
C -0.009 0.255 0.538 1.091 5.213 -0.563 -0.244
N 0.230 1.989 0.185 -0.470 -0.951 1.149 0.717
O -0.777 2.609 -0.072 0.248 -0.310 -0.117 -0.522
O 1.345 2.449 0.304 -0.309 -0.517 -0.194 -0.494
O 0.134 -1.727 0.163 1.290 0.200 -1.336 -0.292
O -0.733 -2.472 -0.692 -0.018 0.003 -0.422 -0.333
H 0.587 0.187 1.443 -0.346 -0.372 0.034 0.267
H -1.096 0.229 0.558 0.234 -0.220 0.026 0.300
H -1.224 -3.019 -0.061 0.202 0.169 0.088 0.320
```
Positions in Å, forces in eV/Å.

The SMILES is O=C(C[N+](=O)[O-])OO. The lowest unoccupied orbital energy comes out at -0.19 eV. The value obtained for the HOMO energy is -9.97 eV. For the frontier orbital gap, the calculation gives 9.786 eV. Its energy relative to the best compared isomer or geometry (same formula, charge and spin) is 514.8 kJ/mol.